A cluster of 15 separate species, C17H64N14O15 in total in a non-equilibrium geometry, computed with ωB97M-V/def2-TZVPD.

Its net charge is 0. As for the energy above the lowest of the compared OMol25 structures with the same formula, charge and spin: 0.0 kJ/mol.

Structure (XYZ):
```
110
Properties=species:S:1:pos:R:3:forces:R:3:mulliken_charge:R:1
H 10.892 -16.011 12.523 0.4 0.0 -0.4 0.18
O 15.830 -14.469 11.696 1.3 0.3 1.1 0.34
O 15.311 -8.869 9.752 -0.6 -0.9 -0.9 -0.32
N 16.914 -8.835 7.442 -3.3 -1.2 -0.9 -0.14
H 16.537 -15.147 3.830 0.2 -0.1 0.2 0.22
H 17.757 -16.324 9.586 0.6 0.8 1.0 0.34
H 16.926 -12.102 6.553 0.3 1.7 -1.0 -0.42
N 12.861 -16.338 10.943 1.1 -0.2 -0.8 -0.22
C 17.922 -11.394 4.905 -1.2 -6.3 -0.8 0.60
H 19.220 -14.695 8.488 0.4 -0.1 0.6 0.19
C 20.005 -12.996 7.823 8.7 0.8 3.5 0.12
H 18.311 -11.841 13.364 0.8 -1.3 0.9 0.44
H 18.907 -14.660 6.275 -0.3 -0.9 -0.5 0.05
H 16.341 -14.286 9.205 0.3 1.0 -0.2 -0.59
H 15.958 -14.283 7.109 0.1 0.4 -0.8 -0.76
N 11.328 -15.216 12.072 -3.6 -0.1 2.4 -0.40
H 13.777 -16.445 10.571 1.1 -0.1 -0.6 0.33
N 16.749 -15.967 4.389 -2.1 -0.9 -2.4 -0.43
H 14.908 -14.494 11.413 -0.5 0.2 -0.1 -0.21
H 18.989 -13.129 11.050 0.4 0.2 0.9 -0.16
H 18.835 -9.504 5.153 -0.8 -2.0 -0.3 0.36
N 12.932 -15.648 7.687 -5.7 -0.9 5.3 -0.13
N 18.517 -10.313 4.564 5.3 2.9 -6.0 -0.32
H 20.249 -9.616 10.781 -0.1 0.9 -0.4 0.35
H 15.125 -15.559 13.323 0.0 -0.3 -0.6 0.30
H 16.395 -8.941 11.484 0.1 -0.4 0.2 0.09
O 12.598 -11.434 12.194 -0.5 -0.2 0.1 -0.54
N 17.363 -11.222 6.096 -2.6 -3.2 1.8 0.07
H 15.149 -15.429 5.608 -0.2 -0.4 0.6 0.23
N 18.291 -14.843 5.475 2.2 2.4 0.5 0.04
H 13.262 -16.337 8.332 1.0 -0.2 0.0 0.10
H 16.472 -9.002 8.316 -0.5 0.0 0.8 -0.55
C 13.602 -10.395 7.886 -4.4 -1.2 1.5 -0.40
H 20.507 -11.165 7.169 -1.3 -1.5 0.3 0.35
H 18.838 -11.603 6.881 -0.3 -0.2 0.0 0.05
O 16.297 -13.399 7.342 -0.3 -0.6 0.1 0.92
H 18.053 -10.879 11.990 -0.2 0.1 0.1 -0.15
H 10.911 -14.337 12.282 0.0 0.6 0.2 0.29
H 13.125 -9.423 7.781 0.2 0.3 -0.6 0.59
N 18.404 -8.102 6.052 3.5 2.0 -2.9 -0.45
H 14.189 -10.627 11.087 -0.6 0.2 0.5 -0.15
H 19.510 -10.621 9.444 0.1 0.6 0.2 -0.29
C 12.410 -15.214 11.387 3.9 7.1 -2.1 0.41
H 17.800 -8.178 5.281 -1.0 0.4 -0.8 0.30
H 17.549 -12.016 9.415 0.9 0.2 0.1 -0.27
C 20.410 -10.366 10.027 0.9 -1.3 -0.3 -0.03
H 20.844 -12.202 10.167 0.5 -1.0 -0.6 0.22
H 14.312 -10.559 12.830 0.7 0.2 0.9 0.28
H 14.980 -18.248 7.583 1.7 1.0 0.2 0.38
H 15.142 -16.330 7.175 -0.9 1.0 -1.7 0.27
H 16.755 -15.315 13.516 0.6 0.7 -1.0 0.35
C 16.511 -8.687 10.434 0.5 0.9 1.8 -0.20
H 13.020 -12.225 11.885 -0.4 -1.5 -0.2 0.37
H 18.074 -16.894 7.960 -0.6 0.0 0.3 0.35
H 12.033 -15.278 8.003 0.5 0.0 -0.5 0.30
O 17.669 -9.912 13.742 -0.6 -0.3 0.9 -0.60
C 16.194 -17.047 8.672 -3.8 0.8 6.8 -0.24
H 17.344 -9.227 10.014 0.2 -0.4 -0.2 -0.22
H 14.907 -13.417 8.939 0.0 0.2 -0.7 0.46
N 14.687 -15.689 6.484 2.8 0.1 -1.0 -0.20
O 18.121 -17.134 5.915 -1.9 4.0 -2.6 -0.92
N 15.895 -17.721 7.621 -2.6 -4.2 -3.9 -0.40
H 18.124 -13.534 7.903 0.1 -0.5 -0.2 -0.22
N 19.085 -13.847 7.984 -4.0 -2.7 0.1 0.26
H 17.164 -10.049 14.582 0.7 0.1 -1.2 0.32
O 12.995 -14.283 5.787 1.5 -3.5 3.8 -0.91
H 16.130 -11.119 9.023 -0.9 1.0 -0.7 -0.08
H 12.368 -17.112 11.223 -0.9 -2.3 0.5 0.15
C 16.480 -12.028 9.406 -0.3 -3.2 1.3 0.16
C 18.081 -8.336 7.272 5.7 2.4 8.5 0.38
O 21.220 -13.179 8.371 -4.0 0.5 -2.0 -0.87
H 16.774 -7.645 10.439 0.4 0.5 -0.1 0.46
O 13.251 -11.491 5.817 -0.5 0.6 0.0 -0.68
H 14.911 -8.025 9.575 -0.3 0.4 0.0 0.25
H 18.203 -13.980 4.888 -0.6 -0.4 0.2 0.25
H 16.623 -11.480 12.864 0.1 -0.3 0.0 0.10
H 18.922 -14.469 12.296 0.0 0.2 2.1 0.53
C 17.651 -11.129 12.978 -0.8 1.8 -0.8 -0.17
H 19.293 -7.621 5.920 -0.5 0.0 0.0 0.28
N 19.739 -11.889 7.200 2.1 3.7 -1.3 0.22
O 17.928 -12.608 4.215 -0.1 6.3 2.6 -0.85
O 18.945 -8.063 8.310 -4.0 -1.4 -5.1 -0.71
H 13.267 -12.422 5.652 0.1 -1.3 -1.0 0.43
N 17.420 -16.684 8.733 2.5 0.6 -0.6 0.01
O 20.804 -11.489 10.790 -0.5 -0.2 1.1 -0.61
H 16.563 -17.841 6.778 -0.6 0.4 1.6 0.27
O 18.309 -14.877 10.502 -1.7 -2.7 -2.5 -0.61
C 17.767 -15.980 5.214 1.8 -5.1 4.3 0.56
H 16.128 -12.155 10.470 0.5 0.4 -1.0 -0.12
C 15.989 -13.350 8.716 -1.0 0.8 2.1 1.30
H 17.416 -14.721 10.766 -1.7 0.3 0.3 -0.31
H 13.100 -9.522 12.040 0.5 0.1 -0.1 0.32
H 16.319 -16.835 4.091 0.4 0.2 0.1 0.23
O 15.271 -16.760 9.728 3.9 -1.4 -5.1 -0.86
H 20.083 -14.500 11.001 1.2 0.2 0.3 0.31
H 16.357 -8.948 6.598 -0.5 0.3 0.7 0.39
H 21.285 -10.239 9.354 -0.8 1.1 0.0 0.34
H 13.297 -10.647 8.908 0.9 0.3 0.5 0.10
C 13.493 -15.177 6.676 -0.1 5.1 -7.3 0.36
H 19.158 -10.412 3.681 -1.9 0.1 2.1 0.30
C 12.761 -11.478 7.147 2.4 0.9 -0.4 0.05
H 11.722 -11.211 7.205 -0.7 0.1 0.0 0.51
O 12.995 -13.998 11.108 -1.6 -5.2 0.9 -0.61
H 12.890 -12.501 7.539 0.0 0.5 0.3 -0.27
C 19.112 -14.185 11.310 1.8 1.9 -0.5 -0.41
H 17.297 -10.343 6.622 0.2 -1.0 -0.7 0.12
C 13.604 -10.496 12.033 0.2 1.1 -1.0 -0.27
C 16.039 -15.477 12.699 -1.7 -0.2 0.4 -1.02
H 14.627 -10.357 7.764 1.8 -0.4 -0.5 -0.31
H 16.234 -16.403 12.167 0.1 -0.4 0.3 0.33
```
Positions in Å, forces in eV/Å.